The following is a DFT calculation (ωB97M-V/def2-TZVPD) of a cluster of 14 separate species, C102H222N10O14 in total at a distorted geometry.

Results
ΔE to the lowest compared entry with this formula, charge and spin in eV: 6.716
Molecular weight in g/mol: 1813.0
Charge: 0
Frontier orbital gap in eV: 8.28
Max |F| in hartree/bohr: 0.110

Structure (XYZ):
```
348
Properties=species:S:1:pos:R:3:mulliken_charge:R:1
C -2.783 -1.172 3.182 -1.71
C -2.934 -1.242 4.723 2.85
C -3.000 -2.731 5.111 -1.09
C -2.791 -3.199 6.631 -0.72
C -1.544 -2.524 7.120 -1.50
C -1.395 -0.967 6.807 1.93
N -1.699 -0.670 5.331 0.24
O -1.348 0.579 4.885 0.22
C -2.201 -0.086 7.867 -1.58
C 0.135 -0.771 7.101 -2.46
C -4.215 -0.527 5.112 -1.67
H -2.652 -0.189 2.731 -0.48
H -3.618 -1.495 2.560 0.70
H -1.881 -1.733 2.935 -0.17
H -3.998 -3.100 4.878 0.39
H -2.366 -3.298 4.429 -0.24
H -2.655 -4.280 6.603 0.39
H -3.636 -2.835 7.215 0.42
H -0.630 -3.099 6.975 0.49
H -1.814 -2.522 8.176 0.36
H -3.121 -0.490 8.288 0.33
H -1.629 0.365 8.678 0.45
H -2.515 0.806 7.324 0.22
H 0.717 -1.363 6.394 0.40
H 0.391 0.278 6.958 0.47
H 0.424 -1.059 8.112 0.53
H -4.145 0.558 5.025 -0.07
H -4.592 -0.717 6.117 0.40
H -5.094 -0.764 4.512 0.51
H -0.575 0.366 4.357 0.23
C -2.580 -1.592 -0.892 -1.05
C -1.306 -0.796 -0.902 3.07
C -1.647 0.713 -0.536 -1.50
C -0.426 1.549 -0.191 0.69
C 0.458 0.919 0.905 0.30
C 0.940 -0.503 0.481 1.98
N -0.276 -1.281 0.083 0.67
O -0.042 -2.580 -0.038 0.89
C 2.071 -0.461 -0.592 0.61
C 1.652 -1.106 1.729 -1.14
C -0.670 -0.834 -2.268 -0.90
H -3.360 -1.064 -1.439 -0.79
H -2.910 -1.597 0.147 -0.32
H -2.444 -2.616 -1.240 0.91
H -2.122 1.090 -1.441 0.62
H -2.402 0.773 0.249 0.05
H -0.754 2.524 0.168 0.06
H 0.109 1.659 -1.135 -0.88
H 0.074 0.899 1.925 -0.49
H 1.311 1.578 1.066 -0.42
H 2.071 -1.324 -1.258 -0.32
H 2.018 0.372 -1.292 -0.67
H 3.096 -0.582 -0.241 0.41
H 2.001 -2.120 1.534 0.00
H 2.441 -0.463 2.118 -0.33
H 0.924 -1.098 2.540 -0.21
H -1.438 -0.781 -3.039 0.55
H -0.159 -1.781 -2.441 -0.47
H 0.104 -0.089 -2.454 -0.62
H -0.801 -2.905 0.453 -0.27
C -3.311 3.172 2.529 -0.45
C -2.488 4.194 3.381 1.59
C -1.009 3.737 3.202 0.54
C -0.051 4.748 3.892 -0.83
C -0.250 6.149 3.286 -0.81
C -1.681 6.627 3.282 1.46
N -2.568 5.560 2.804 1.50
O -3.842 5.980 2.529 -0.51
C -2.102 7.145 4.700 -1.56
C -1.728 7.839 2.272 -2.04
C -3.023 4.147 4.846 -1.47
H -2.997 3.306 1.494 -0.28
H -4.397 3.264 2.500 0.62
H -3.177 2.160 2.913 -0.69
H -0.866 2.764 3.673 -0.23
H -0.751 3.606 2.151 -0.76
H 0.985 4.468 3.698 0.54
H -0.233 4.851 4.962 0.51
H 0.261 6.266 2.331 -0.53
H 0.394 6.827 3.846 0.38
H -1.659 6.557 5.504 0.35
H -1.870 8.200 4.845 0.50
H -3.183 7.094 4.829 0.19
H -1.034 8.617 2.587 0.56
H -1.412 7.454 1.302 0.21
H -2.751 8.200 2.172 0.43
H -2.355 4.499 5.632 0.25
H -3.261 3.129 5.156 0.18
H -3.894 4.795 4.939 0.31
H -4.180 6.245 3.387 0.34
C 7.151 0.489 -4.083 -1.96
C 6.215 1.206 -3.074 1.88
C 5.366 0.118 -2.355 -0.63
C 6.279 -0.703 -1.446 -1.39
C 6.826 0.244 -0.304 -0.50
C 7.691 1.356 -0.977 1.79
N 6.987 2.041 -2.111 1.67
O 7.680 3.111 -2.768 -0.61
C 7.933 2.431 0.143 -1.93
C 9.057 0.746 -1.420 -2.03
C 5.202 2.116 -3.848 -1.76
H 7.919 -0.127 -3.617 0.34
H 7.677 1.149 -4.773 0.38
H 6.593 -0.223 -4.691 0.42
H 4.525 0.422 -1.732 -0.93
H 4.913 -0.533 -3.103 0.96
H 6.993 -1.319 -1.993 0.58
H 5.765 -1.536 -0.968 0.35
H 7.390 -0.474 0.292 0.58
H 6.047 0.590 0.375 -0.50
H 7.074 3.003 0.492 0.15
H 8.566 1.991 0.914 0.43
H 8.583 3.179 -0.313 0.51
H 8.892 -0.272 -1.775 0.31
H 9.423 1.372 -2.234 0.35
H 9.786 0.709 -0.612 0.51
H 4.519 1.430 -4.349 0.53
H 5.725 2.605 -4.669 0.49
H 4.708 2.853 -3.214 0.02
H 7.211 3.904 -2.499 0.40
C -0.757 -6.175 1.536 -1.80
C 0.188 -6.031 2.778 2.49
C -0.583 -6.052 4.133 -1.09
C -1.032 -7.460 4.614 -1.01
C 0.145 -8.415 4.698 -1.06
C 1.071 -8.327 3.437 1.24
N 1.276 -6.984 2.844 1.12
O 2.165 -7.107 1.710 -0.52
C 2.430 -8.840 3.870 -2.11
C 0.420 -9.218 2.378 -1.68
C 0.853 -4.630 2.638 -1.17
H -1.567 -6.891 1.679 0.40
H -0.227 -6.482 0.634 0.31
H -1.402 -5.335 1.277 0.12
H 0.078 -5.664 4.908 0.60
H -1.436 -5.382 4.028 -0.05
H -1.656 -7.792 3.783 0.31
H -1.548 -7.310 5.562 0.48
H -0.282 -9.407 4.846 0.41
H 0.679 -8.180 5.618 0.40
H 2.399 -9.888 4.168 0.48
H 3.171 -9.016 3.090 0.36
H 2.829 -8.331 4.747 0.38
H -0.550 -8.879 2.014 0.26
H 1.022 -9.297 1.473 0.33
H 0.332 -10.131 2.967 0.53
H 1.603 -4.463 3.412 0.45
H 0.188 -3.766 2.649 -0.19
H 1.404 -4.604 1.698 -0.36
H 2.919 -6.555 1.933 0.18
C 1.842 2.762 -6.294 -2.02
C 0.783 3.070 -5.222 2.20
C 0.714 4.639 -5.245 -0.54
C -0.183 5.231 -6.331 -1.06
C -1.512 4.487 -6.419 -1.05
C -1.513 2.985 -6.489 1.74
N -0.558 2.430 -5.512 0.83
O -0.366 1.059 -5.700 -0.44
C -2.886 2.483 -6.097 -1.72
C -1.101 2.603 -7.998 -1.63
C 1.230 2.591 -3.830 -1.95
H 2.881 2.931 -6.014 0.29
H 1.693 3.401 -7.165 0.39
H 1.796 1.711 -6.579 0.26
H 0.344 5.019 -4.292 0.10
H 1.697 5.104 -5.313 0.21
H 0.431 5.204 -7.231 0.38
H -0.396 6.244 -5.988 0.47
H -1.999 4.880 -7.312 0.46
H -2.275 4.806 -5.709 0.24
H -3.313 2.912 -5.190 0.17
H -3.579 2.626 -6.926 0.57
H -2.934 1.437 -5.794 -0.16
H -1.716 3.003 -8.804 0.42
H -0.051 2.778 -8.234 0.34
H -1.226 1.533 -8.165 0.32
H 1.623 1.578 -3.745 0.65
H 0.389 2.676 -3.142 0.60
H 1.983 3.229 -3.369 -0.29
H -0.414 0.700 -4.811 0.25
C -2.695 -6.249 -7.014 -1.92
C -2.680 -5.141 -5.928 1.72
C -1.262 -4.512 -6.100 -1.80
C -0.993 -3.097 -5.455 -0.06
C -2.205 -2.192 -5.875 -0.70
C -3.621 -2.734 -5.678 1.72
N -3.708 -4.104 -6.283 0.33
O -5.020 -4.597 -6.211 -0.45
C -3.873 -2.729 -4.129 -0.19
C -4.628 -1.763 -6.503 -1.84
C -2.760 -5.675 -4.443 -1.64
H -3.727 -6.583 -6.902 0.52
H -1.971 -7.025 -6.763 0.34
H -2.633 -5.856 -8.029 0.42
H -0.525 -5.260 -5.809 0.46
H -1.106 -4.348 -7.166 0.47
H -0.156 -2.630 -5.974 0.69
H -0.891 -3.122 -4.370 -0.35
H -2.225 -1.795 -6.889 0.49
H -2.147 -1.272 -5.294 -0.40
H -4.536 -3.553 -3.864 0.68
H -2.945 -2.822 -3.565 -0.66
H -4.400 -1.806 -3.887 -0.52
H -5.696 -1.949 -6.393 0.46
H -4.498 -0.716 -6.232 0.24
H -4.530 -1.706 -7.587 0.54
H -3.743 -6.073 -4.191 0.34
H -2.550 -5.021 -3.597 0.09
H -2.126 -6.561 -4.398 0.58
H -5.117 -4.696 -7.161 0.40
C -7.095 0.596 -1.421 -1.87
C -6.980 0.664 -2.988 2.49
C -7.207 -0.771 -3.634 -0.20
C -8.706 -1.275 -3.519 -1.17
C -9.584 -0.292 -4.317 -1.35
C -9.422 1.143 -3.851 1.64
N -8.003 1.575 -3.617 0.37
O -7.931 2.845 -3.073 -0.56
C -10.078 1.926 -5.009 -1.94
C -10.255 1.363 -2.572 -1.76
C -5.539 0.986 -3.350 -1.03
H -6.204 0.290 -0.872 0.09
H -7.943 -0.033 -1.150 0.36
H -7.326 1.627 -1.155 0.44
H -6.963 -0.864 -4.693 0.26
H -6.595 -1.492 -3.091 -0.57
H -9.107 -1.575 -2.551 0.34
H -8.772 -2.232 -4.035 0.56
H -10.594 -0.697 -4.247 0.49
H -9.294 -0.359 -5.365 0.43
H -10.320 2.956 -4.745 0.35
H -9.391 1.944 -5.855 0.48
H -10.963 1.403 -5.371 0.38
H -10.229 2.397 -2.228 0.41
H -11.321 1.188 -2.717 0.46
H -9.945 0.781 -1.704 0.27
H -4.925 0.232 -2.857 -0.57
H -5.176 1.921 -2.926 0.33
H -5.405 1.000 -4.431 0.49
H -7.074 3.139 -3.392 0.41
C 6.748 0.650 3.923 -2.22
C 5.662 0.372 4.875 2.26
C 6.109 -0.939 5.581 -1.31
C 5.297 -1.327 6.776 -0.29
C 5.403 -0.135 7.748 -1.76
C 5.014 1.273 7.183 2.00
N 5.598 1.476 5.807 0.38
O 5.321 2.617 5.225 -0.42
C 3.497 1.487 7.272 -1.59
C 5.723 2.356 8.181 -1.90
C 4.294 0.045 4.171 -1.61
H 6.760 -0.194 3.232 0.17
H 7.680 0.748 4.479 0.60
H 6.517 1.503 3.285 0.42
H 6.298 -1.683 4.807 -0.08
H 7.104 -0.851 6.019 0.49
H 5.777 -2.167 7.278 0.50
H 4.285 -1.614 6.490 0.13
H 6.351 -0.225 8.280 0.43
H 4.616 -0.360 8.467 0.40
H 3.219 1.915 6.309 0.19
H 2.946 0.550 7.347 0.17
H 3.156 2.143 8.072 0.46
H 5.354 3.348 7.922 0.42
H 5.487 2.258 9.241 0.40
H 6.784 2.357 7.931 0.46
H 3.911 0.973 3.748 0.36
H 3.543 -0.306 4.879 0.08
H 4.480 -0.672 3.371 0.42
H 6.058 3.208 5.395 0.36
C 4.048 5.041 1.513 -1.65
C 3.614 4.216 0.290 2.12
C 2.102 4.206 0.092 0.54
C 1.465 5.515 -0.298 -0.77
C 2.130 5.867 -1.623 -0.58
C 3.667 5.935 -1.593 1.86
N 4.164 4.672 -1.053 1.28
O 5.546 4.443 -1.027 -0.66
C 4.152 6.032 -3.049 -1.87
C 4.169 7.228 -0.850 -1.81
C 3.999 2.719 0.579 -0.87
H 3.927 6.111 1.342 0.31
H 5.049 4.707 1.785 0.28
H 3.452 4.746 2.377 0.23
H 1.853 3.445 -0.648 -0.60
H 1.666 3.919 1.049 -0.27
H 1.644 6.246 0.491 0.11
H 0.388 5.419 -0.434 0.23
H 1.728 6.822 -1.963 0.70
H 1.811 5.177 -2.404 -0.82
H 5.240 5.978 -3.078 0.38
H 3.727 5.235 -3.659 0.00
H 3.771 6.983 -3.422 0.62
H 5.138 6.975 -0.418 0.29
H 4.399 8.123 -1.428 0.49
H 3.474 7.514 -0.061 0.26
H 3.867 2.091 -0.302 -0.19
H 3.374 2.362 1.398 0.28
H 5.025 2.428 0.804 -0.39
H 5.656 3.655 -1.564 -0.17
C 2.173 -4.251 -3.698 -1.39
C 3.199 -4.348 -2.653 1.05
C 2.590 -4.482 -1.276 0.26
O 4.096 -5.453 -2.909 -0.66
H 2.488 -4.312 -4.740 0.52
H 1.702 -3.277 -3.570 0.06
H 1.449 -5.044 -3.511 0.28
H 3.742 -3.412 -2.783 -0.20
H 2.225 -5.508 -1.264 0.51
H 1.869 -3.676 -1.139 -0.34
H 3.261 -4.453 -0.418 -0.53
H 4.799 -5.307 -2.271 0.33
C 4.688 -5.347 3.565 -0.87
C 4.910 -4.728 2.202 2.07
C 6.267 -3.966 2.093 -0.94
O 4.789 -5.795 1.255 -0.70
H 4.461 -4.657 4.378 0.12
H 5.549 -5.903 3.937 0.42
H 3.863 -6.056 3.632 -0.11
H 4.074 -4.069 1.971 -0.72
H 7.057 -4.703 2.240 0.44
H 6.295 -3.152 2.817 -0.16
H 6.271 -3.543 1.089 0.29
H 5.189 -5.590 0.406 0.28
C -4.866 4.686 -0.672 -1.19
C -3.422 5.097 -1.083 2.85
C -3.151 5.182 -2.566 -1.65
O -3.159 6.314 -0.419 -0.83
H -4.931 3.608 -0.817 0.17
H -5.618 5.303 -1.165 0.42
H -5.008 4.850 0.396 0.16
H -2.660 4.375 -0.788 -1.18
H -3.942 5.734 -3.073 0.52
H -3.005 4.182 -2.974 0.15
H -2.208 5.696 -2.750 0.36
H -3.030 6.094 0.506 -0.02
C -5.737 -2.853 -0.752 -0.44
C -5.367 -4.145 -0.048 -0.14
C -4.791 -5.120 -1.111 -1.02
O -4.386 -4.005 0.952 -0.34
H -5.829 -2.029 -0.043 0.17
H -6.740 -3.002 -1.153 0.73
H -5.055 -2.619 -1.569 -0.56
H -6.197 -4.591 0.499 0.59
H -3.944 -4.666 -1.625 -0.05
H -5.515 -5.232 -1.918 0.42
H -4.490 -6.084 -0.700 0.51
H -4.427 -4.766 1.535 0.20
```